# 1
This record from OMol25 describes a 2-piece molecular cluster, C6H15N4O overall. The level of theory is wB97M-V/def2-TZVPD.

```
26
Properties=species:S:1:pos:R:3
C -1.22 2.65 0.16
C -1.63 1.16 0.09
C 0.50 1.61 -0.80
C -0.58 -0.28 -1.62
C 0.31 -0.29 0.68
C -0.50 -1.24 1.55
N 3.03 -2.51 -0.82
N 2.25 -1.66 -1.06
N 0.02 2.71 -0.54
N -0.40 0.43 -0.32
O -1.15 -0.50 2.49
H -2.01 3.17 -0.32
H -0.84 3.02 1.11
H -1.94 0.80 1.04
H -2.47 1.02 -0.47
H 1.44 1.51 -1.39
H -1.64 -0.32 -1.91
H -0.04 0.06 -2.52
H -0.31 -1.35 -1.43
H 1.07 -0.73 0.01
H 0.77 0.43 1.26
H -1.27 -1.83 1.19
H 0.29 -2.02 1.96
H 2.87 -3.06 0.03
H 3.95 -2.70 -1.45
H -0.50 -0.07 3.08
```

As for the energy above the lowest of the compared OMol25 structures with the same formula, charge and spin: 489.49 kJ/mol. Its total energy is -14461.43556 eV. The maximum force comes out at 0.0896 hartree/bohr. As for the charge: +1. As for the LUMO energy: -2.58 eV.

# 2
This record from OMol25 describes a 2-piece molecular cluster, C3H11N3 overall. The level of theory is wB97M-V/def2-TZVPD.

```
17
Properties=species:S:1:pos:R:3
C -0.77 2.22 -0.56
N -1.51 1.45 0.19
C -2.71 0.99 -0.55
H 0.26 2.34 -0.43
H -1.06 2.72 -1.53
H -3.00 1.66 -1.46
H -3.50 0.70 0.24
H -2.49 0.02 -1.03
N 2.18 -0.76 1.52
C 1.31 -1.75 0.79
N 1.70 -1.79 -0.68
H 2.03 0.12 1.00
H 1.82 -0.51 2.55
H 1.74 -2.72 1.30
H 0.26 -1.68 1.16
H 2.68 -1.46 -1.12
H 1.06 -1.57 -1.39
```

As for the energy above the lowest of the compared OMol25 structures with the same formula, charge and spin: 341.77 kJ/mol. Its total energy is -7756.54170 eV. The maximum force comes out at 0.0753 hartree/bohr. As for the LUMO energy: 0.79 eV.

# 3
This record from OMol25 describes one molecule with the formula C4H9N2O2. The level of theory is wB97M-V/def2-TZVPD.

```
17
Properties=species:S:1:pos:R:3
C 0.36 0.21 0.59
C 0.82 0.64 -0.81
C 2.24 -0.05 -1.17
O 3.02 0.68 -1.95
N -0.60 -0.89 0.59
C -1.97 -0.75 0.58
N -2.50 0.29 1.32
O -2.71 -1.57 0.07
H 1.22 -0.17 1.14
H -0.12 1.09 1.01
H 0.07 0.40 -1.55
H 1.20 1.66 -0.87
H 2.72 -0.29 -0.19
H 2.07 -1.02 -1.67
H -0.29 -1.64 -0.01
H -3.47 0.23 1.60
H -2.07 1.19 1.32
```

As for the energy above the lowest of the compared OMol25 structures with the same formula, charge and spin: 31.59 kJ/mol. Its total energy is -11367.08126 eV. Its multiplicity is 2. The maximum force comes out at 0.0504 hartree/bohr. As for the LUMO energy (alpha / beta): 0.77 / -1.85 eV.

# 4
This record from OMol25 describes C20H36O24Y as an isolated structure. The level of theory is wB97M-V/def2-TZVPD.

```
81
Properties=species:S:1:pos:R:3
Y 0.58 3.58 0.72
C -5.78 -5.23 9.87
O -5.27 -6.37 9.55
O 0.81 5.45 0.48
O -5.97 -4.17 10.46
C -1.24 -7.16 -4.73
O 0.45 1.48 0.14
O -1.65 -6.11 -4.57
O -0.09 3.26 2.71
C -1.65 4.13 -6.18
O -0.73 3.82 -5.13
C -0.94 2.69 -4.54
O -1.84 1.90 -4.84
O -0.08 2.51 -3.54
C -0.22 1.16 -3.00
H -2.02 3.21 -6.63
H -1.33 4.83 -6.91
H -2.50 4.62 -5.69
H -0.93 1.21 -2.13
H 0.70 0.98 -2.49
H -0.58 0.57 -3.82
C 1.27 -3.81 -3.33
O 1.76 -2.49 -3.74
C 2.88 -1.95 -3.25
O 3.01 -0.77 -3.23
O 3.79 -2.86 -3.04
C 5.10 -2.36 -2.84
H 0.63 -4.17 -4.10
H 0.77 -3.73 -2.38
H 2.07 -4.51 -3.24
H 5.35 -1.62 -3.62
H 5.73 -3.27 -3.01
H 5.29 -1.91 -1.83
C -3.80 1.85 -1.01
O -3.86 2.96 -0.13
C -2.76 3.58 0.31
O -1.62 3.43 0.00
O -3.19 4.48 1.18
C -2.19 5.63 1.19
H -3.79 0.96 -0.38
H -3.04 1.87 -1.77
H -4.74 1.90 -1.57
H -1.49 5.33 1.95
H -2.73 6.52 1.25
H -1.63 5.63 0.24
C 1.72 -1.81 4.91
O 2.28 -3.08 4.59
C 3.01 -3.13 3.47
O 3.10 -2.14 2.72
O 3.47 -4.35 3.19
C 4.14 -4.36 1.86
H 1.37 -1.86 5.96
H 0.92 -1.51 4.26
H 2.52 -1.01 4.91
H 3.36 -4.56 1.12
H 4.99 -5.05 1.91
H 4.54 -3.37 1.69
C 4.13 4.27 2.05
O 4.79 3.17 1.56
C 4.03 2.45 0.76
O 2.86 2.53 0.52
O 4.82 1.65 0.02
C 4.06 1.12 -1.20
H 3.96 5.03 1.27
H 4.76 4.69 2.86
H 3.14 4.10 2.51
H 3.14 0.72 -0.83
H 4.82 0.48 -1.50
H 3.89 2.04 -1.71
C -4.46 -2.56 3.71
O -5.27 -1.71 2.86
C -4.60 -1.37 1.76
O -3.42 -1.52 1.58
O -5.39 -0.83 0.79
C -5.08 -1.56 -0.39
H -3.74 -2.00 4.32
H -4.01 -3.29 3.04
H -5.19 -2.95 4.35
H -5.63 -1.07 -1.23
H -5.57 -2.53 -0.38
H -3.99 -1.69 -0.72
```

Its total energy is -71498.48961 eV. The maximum force comes out at 0.1702 hartree/bohr. As for the charge: -1. As for the LUMO energy: 0.72 eV.